# 1
Below is a molecular structure, C27H25N5OPPdS in a non-equilibrium geometry, with properties calculated with wB97M-V/def2-TZVPD.

Each line ends with the Mulliken charge.
CARTESIAN COORDINATES (ANGSTROEM)
Pd (0.04, 1.14, 0.84)  -0.502
C (-2.99, 4.61, -0.10)  -1.399
C (-1.69, 3.84, -0.20)  0.649
N (-1.64, 2.56, -0.25)  0.540
N (-2.83, 1.91, -0.39)  -1.315
C (-3.10, 1.00, 0.49)  0.442
N (-4.22, 0.21, 0.22)  -0.543
S (-2.28, 0.74, 1.99)  -0.477
C (-0.43, 4.61, -0.24)  0.427
C (-0.44, 6.00, -0.43)  -0.709
C (0.76, 6.69, -0.45)  -0.402
C (1.94, 5.99, -0.30)  -0.755
C (1.86, 4.61, -0.12)  -0.151
N (0.72, 3.94, -0.09)  0.096
H (-3.79, 3.91, 0.15)  0.378
H (-3.24, 5.10, -1.04)  0.284
H (-2.92, 5.37, 0.68)  0.350
H (-4.42, 0.12, -0.76)  0.270
H (-4.22, -0.65, 0.74)  0.257
H (-1.38, 6.52, -0.55)  0.280
H (0.77, 7.76, -0.59)  0.390
H (2.91, 6.48, -0.31)  0.362
H (2.76, 4.01, 0.01)  0.398
O (2.29, 0.56, -0.89)  -0.331
N (2.22, 1.18, 0.40)  -0.510
C (2.74, 0.40, 1.31)  -0.950
C (2.92, -1.05, 1.24)  0.170
C (4.05, -1.62, 1.83)  -0.576
C (4.25, -2.98, 1.83)  -0.525
C (3.30, -3.82, 1.25)  -0.846
C (2.15, -3.27, 0.71)  0.099
C (1.94, -1.89, 0.68)  0.386
P (0.31, -1.19, 0.16)  1.498
C (-0.75, -2.47, 0.96)  0.572
C (-0.86, -2.35, 2.35)  -0.693
C (-1.57, -3.28, 3.09)  -0.681
C (-2.21, -4.34, 2.44)  -0.414
C (-2.13, -4.45, 1.06)  -0.691
C (-1.40, -3.52, 0.33)  -0.209
C (0.19, -1.70, -1.59)  0.074
C (1.24, -2.22, -2.34)  -0.323
C (1.06, -2.53, -3.69)  -0.632
C (-0.17, -2.33, -4.30)  -0.526
C (-1.22, -1.80, -3.56)  -0.548
C (-1.03, -1.47, -2.22)  -0.206
H (1.64, 1.10, -1.37)  0.304
H (3.05, 0.92, 2.21)  0.407
H (4.78, -0.96, 2.29)  0.422
H (5.14, -3.40, 2.28)  0.367
H (3.45, -4.90, 1.25)  0.394
H (1.40, -3.93, 0.30)  0.440
H (-0.38, -1.51, 2.84)  0.324
H (-1.65, -3.18, 4.16)  0.369
H (-2.78, -5.07, 3.02)  0.358
H (-2.62, -5.28, 0.56)  0.390
H (-1.33, -3.63, -0.75)  0.340
H (2.21, -2.36, -1.88)  0.373
H (1.89, -2.93, -4.26)  0.384
H (-0.30, -2.58, -5.34)  0.355
H (-2.18, -1.62, -4.03)  0.407
H (-1.84, -1.01, -1.66)  0.362

Gap between HOMO and LUMO   5.4447 eV
Net charge   -1
Energy above the lowest of the compared OMol25 structures with the same formula, charge and spin   0.706 eV
Energy   -61506.0730 eV
HOMO level   -2.6 eV

=====

# 2
Below is C3H4ClNOS2 in the gas phase in a non-equilibrium geometry, with properties calculated with wB97M-V/def2-TZVPD.

Each line ends with the Mulliken charge.
CARTESIAN COORDINATES (ANGSTROEM)
O (-1.57, 2.03, -0.63)  -0.554
C (-0.83, 1.12, -0.08)  0.594
C (-1.16, -0.17, -0.69)  -0.532
Cl (-2.62, -0.97, 0.21)  -0.156
S (0.24, 1.17, 1.22)  -0.129
C (0.59, -0.56, 1.08)  -0.232
N (1.66, -1.05, 0.49)  -0.320
S (3.01, -0.15, -0.41)  -0.059
H (-1.31, -0.07, -1.80)  0.379
H (-0.49, -1.28, -0.73)  0.297
H (0.05, -1.23, 1.69)  0.560
H (2.42, 1.16, -0.35)  0.153

Gap between HOMO and LUMO   9.2691 eV
Energy above the lowest of the compared OMol25 structures with the same formula, charge and spin   3.647 eV
Energy   -40902.6580 eV
HOMO level   -9.8 eV

=====

# 3
Below is 8 unconnected molecules or ions with the total composition C29H57Br2ClF3NO21P, with properties calculated with wB97M-V/def2-TZVPD.

Each line ends with the Mulliken charge.
CARTESIAN COORDINATES (ANGSTROEM)
N (-1.49, 3.50, -3.23)  -0.448
C (-1.15, 3.82, -4.61)  -0.837
P (0.52, 3.23, -4.99)  0.380
C (1.68, 4.09, -3.91)  -0.840
C (3.00, 3.37, -3.55)  -0.126
C (3.32, 3.36, -2.05)  -0.344
Cl (3.08, 4.95, -1.30)  -0.201
C (0.62, 1.43, -5.04)  -0.763
C (-0.36, 0.65, -4.13)  -1.317
C (0.21, 0.33, -2.75)  0.570
F (0.68, 1.52, -2.20)  -0.204
Br (1.73, -0.86, -2.86)  0.053
C (-0.85, -0.22, -1.74)  0.176
F (-0.27, -0.92, -0.78)  -0.133
F (-1.45, 0.81, -1.18)  -0.151
Br (-2.19, -1.34, -2.55)  -0.061
H (-1.23, 4.24, -2.59)  0.253
H (-2.49, 3.37, -3.13)  0.198
H (-1.14, 4.91, -4.83)  0.445
H (-1.86, 3.37, -5.31)  0.468
H (0.77, 3.67, -6.29)  0.150
H (1.91, 5.03, -4.44)  0.568
H (1.12, 4.38, -3.01)  0.408
H (3.03, 2.34, -3.90)  -0.227
H (3.83, 3.88, -4.06)  0.571
H (4.38, 3.10, -1.91)  0.343
H (2.71, 2.63, -1.50)  0.034
H (0.41, 1.16, -6.09)  0.541
H (1.66, 1.11, -4.86)  0.438
H (-0.62, -0.29, -4.63)  0.572
H (-1.29, 1.20, -3.97)  0.527
C (-6.07, -7.43, 0.01)  -0.630
O (-5.48, -6.20, 0.46)  -0.330
C (-4.39, -5.84, -0.21)  0.747
O (-3.89, -6.44, -1.12)  -0.550
O (-3.94, -4.70, 0.31)  -0.303
C (-2.74, -4.21, -0.31)  -0.433
H (-6.94, -7.58, 0.64)  0.217
H (-6.37, -7.34, -1.03)  0.295
H (-5.37, -8.25, 0.12)  0.296
H (-2.92, -4.03, -1.37)  0.129
H (-1.93, -4.92, -0.19)  0.286
H (-2.50, -3.29, 0.21)  0.243
C (0.32, 1.75, 1.52)  -0.247
O (0.20, 1.45, 2.91)  -0.380
C (-1.01, 0.99, 3.24)  0.921
O (-1.94, 0.85, 2.49)  -0.590
O (-0.99, 0.67, 4.53)  -0.372
C (-2.23, 0.14, 5.03)  -0.804
H (1.33, 2.11, 1.36)  0.233
H (0.14, 0.85, 0.94)  -0.087
H (-0.40, 2.52, 1.22)  0.341
H (-2.48, -0.79, 4.51)  0.367
H (-3.04, 0.85, 4.90)  0.348
H (-2.07, -0.06, 6.08)  0.281
C (-2.06, 3.50, 6.14)  -0.573
O (-2.76, 3.67, 7.37)  -0.287
C (-3.38, 4.85, 7.49)  0.756
O (-3.39, 5.72, 6.65)  -0.542
O (-3.97, 4.89, 8.67)  -0.320
C (-4.68, 6.11, 8.93)  -0.629
H (-1.60, 2.52, 6.19)  0.146
H (-2.75, 3.55, 5.30)  0.289
H (-1.29, 4.25, 6.02)  0.353
H (-5.47, 6.26, 8.20)  0.295
H (-4.00, 6.96, 8.91)  0.298
H (-5.11, 5.99, 9.92)  0.218
C (0.79, -2.14, 3.00)  -0.293
O (1.80, -3.13, 2.75)  -0.316
C (1.39, -4.14, 1.98)  0.723
O (0.29, -4.24, 1.48)  -0.510
O (2.39, -5.01, 1.85)  -0.312
C (2.08, -6.16, 1.05)  -0.641
H (1.27, -1.38, 3.61)  0.275
H (0.44, -1.71, 2.06)  -0.042
H (-0.05, -2.58, 3.53)  0.311
H (1.83, -5.86, 0.04)  0.295
H (1.26, -6.72, 1.49)  0.331
H (2.98, -6.76, 1.05)  0.178
C (-7.00, 2.99, -2.82)  -0.645
O (-6.02, 3.85, -3.43)  -0.244
C (-6.43, 5.11, -3.58)  0.720
O (-7.50, 5.55, -3.26)  -0.525
O (-5.45, 5.81, -4.16)  -0.277
C (-5.76, 7.19, -4.37)  -0.645
H (-6.53, 2.01, -2.76)  0.191
H (-7.25, 3.35, -1.82)  0.315
H (-7.90, 2.94, -3.43)  0.301
H (-5.96, 7.69, -3.43)  0.309
H (-6.61, 7.29, -5.04)  0.303
H (-4.87, 7.62, -4.84)  0.198
C (4.84, -6.58, 4.81)  -0.541
O (5.83, -7.59, 4.59)  -0.323
C (5.42, -8.59, 3.81)  0.825
O (4.33, -8.70, 3.31)  -0.552
O (6.42, -9.46, 3.69)  -0.328
C (6.12, -10.60, 2.89)  -0.620
H (5.31, -5.84, 5.44)  0.225
H (4.53, -6.12, 3.87)  0.225
H (3.97, -7.00, 5.31)  0.287
H (5.87, -10.30, 1.87)  0.292
H (5.30, -11.17, 3.32)  0.293
H (7.03, -11.20, 2.89)  0.218
C (5.12, 0.42, -3.00)  -0.208
O (5.57, 1.64, -3.59)  -0.171
C (6.90, 1.70, -3.79)  0.643
O (7.67, 0.82, -3.52)  -0.531
O (7.18, 2.88, -4.32)  -0.314
C (8.58, 3.09, -4.59)  -0.666
H (4.04, 0.54, -2.92)  -0.380
H (5.35, -0.43, -3.64)  0.406
H (5.56, 0.27, -2.02)  0.365
H (8.94, 2.35, -5.30)  0.309
H (9.15, 3.03, -3.67)  0.306
H (8.64, 4.08, -5.02)  0.214

Gap between HOMO and LUMO   9.3017 eV
Net charge   +1
Energy above the lowest of the compared OMol25 structures with the same formula, charge and spin   0.000 eV
Energy   -245528.0230 eV
HOMO level   -12.0 eV

=====

# 4
Below is 2 unconnected molecules or ions with the total composition C6H14N2O2 in a non-equilibrium geometry, with properties calculated with wB97M-V/def2-TZVPD.

Each line ends with the Mulliken charge.
CARTESIAN COORDINATES (ANGSTROEM)
C (-0.56, 2.58, 1.84)  -1.059
C (-0.87, 1.43, 2.71)  -0.284
C (-0.87, 1.95, 4.11)  0.490
N (-2.00, 2.28, 4.67)  -0.366
O (0.19, 2.03, 4.75)  -0.653
H (0.50, 2.81, 2.04)  0.290
H (-1.17, 3.47, 2.07)  0.316
H (-0.68, 2.34, 0.77)  0.293
H (-1.84, 1.00, 2.41)  0.313
H (-0.13, 0.60, 2.74)  0.199
H (-2.83, 2.15, 4.09)  0.214
H (-2.09, 2.40, 5.68)  0.246
C (1.54, -2.78, -1.72)  -1.080
C (0.80, -1.87, -2.64)  -0.188
C (0.76, -2.20, -4.10)  0.479
N (0.82, -1.27, -4.97)  -0.377
O (0.70, -3.38, -4.42)  -0.656
H (1.98, -2.26, -0.86)  0.329
H (2.35, -3.29, -2.27)  0.299
H (0.84, -3.55, -1.34)  0.253
H (-0.25, -1.69, -2.34)  0.243
H (1.34, -0.91, -2.54)  0.232
H (0.96, -0.27, -4.77)  0.214
H (0.52, -1.57, -5.90)  0.253

Gap between HOMO and LUMO   10.0366 eV
Energy above the lowest of the compared OMol25 structures with the same formula, charge and spin   0.985 eV
Energy   -13524.6397 eV
HOMO level   -9.5 eV